# 1
{
  "formula": "C4H9N",
  "method": "ωB97M-V with the def2-TZVPD basis set",
  "species": ["C", "N", "H", "H", "H", "C", "C", "C", "H", "H", "H", "H", "H", "H"],
  "xyz": [[-2.6473, -0.4385, 3.4372], [-2.5485, -1.6950, 3.5787], [-3.7167, -0.1042, 3.5280], [-1.8449, 0.3087, 3.1453], [-1.5897, -1.8872, 3.1061], [1.7812, 0.4924, -3.5531], [1.6868, 1.2097, -2.1414], [1.5309, 0.4101, -1.0439], [1.0300, 1.0314, -4.2370], [1.5020, -0.5419, -3.5026], [2.8039, 0.5315, -3.9961], [2.0101, 2.2517, -2.0696], [2.0838, 0.8548, -0.0747], [1.4509, -0.6223, -1.1435]],
  "mulliken_charge": [-0.228, -0.426, 0.242, 0.192, 0.220, -0.907, 0.295, -0.435, 0.325, 0.345, 0.345, 0.368, 0.300, 0.363],
  "homo_lumo_gap_ha": [0.2350, 0.0976],
  "e_above_lowest_ev": 4.978,
  "e_lumo_ev": [-5.97, -9.70],
  "s2": 0.754,
  "charge": 1,
  "spin_multiplicity": 2
}

# 2
{
  "formula": "C7H5Cl",
  "method": "ωB97M-V with the def2-TZVPD basis set",
  "species": ["C", "C", "C", "C", "C", "C", "C", "Cl", "H", "H", "H", "H", "H"],
  "xyz": [[0.1046, -0.3800, -1.1083], [0.4959, -1.5681, -0.6814], [-1.3010, 1.6287, -0.0930], [-0.4885, 0.3795, -0.0679], [-0.0470, -1.6434, 0.6595], [-1.9585, 0.5236, 0.0500], [0.1164, -0.3110, 1.2386], [-3.2916, -0.4778, -0.0834], [0.3577, 0.0295, -2.0280], [0.9758, -2.3187, -1.2746], [-1.3945, 2.6400, -0.4085], [1.0754, 0.0581, 1.1419], [-0.3482, -0.0932, 2.2046]],
  "mulliken_charge": [-0.826, -0.115, -0.388, 0.856, -0.526, -0.283, -0.550, -0.139, 0.458, 0.464, 0.393, 0.363, 0.293],
  "homo_lumo_gap_ha": 0.2894,
  "e_above_lowest_ev": 2.559,
  "e_lumo_ev": 0.02
}

# 3
{
  "formula": "C4H7NO",
  "method": "ωB97M-V with the def2-TZVPD basis set",
  "species": ["C", "C", "C", "N", "H", "H", "H", "H", "H", "C", "O", "H", "H"],
  "xyz": [[-0.2325, -0.8909, -0.8736], [-1.2375, -0.4630, -0.1086], [-1.7865, 0.8516, -0.3019], [-2.1833, 1.9233, -0.4902], [0.2478, -1.8466, -0.6946], [0.0841, -0.3106, -1.7325], [-1.6827, -1.0802, 0.6634], [0.2564, 0.1049, 1.8946], [-0.4675, -0.0406, 1.8036], [1.7349, 0.4362, -0.0485], [1.8991, 0.2400, 1.1308], [2.1989, -0.2261, -0.8002], [1.1687, 1.3022, -0.4423]],
  "mulliken_charge": [-0.852, -0.410, 0.446, -0.397, 0.283, 0.464, 0.458, -0.030, 0.071, -0.172, -0.463, 0.304, 0.298],
  "homo_lumo_gap_ha": 0.3768,
  "e_above_lowest_ev": 4.158,
  "e_lumo_ev": -0.17,
  "smiles": "C=CC#N.[H][H].C=O"
}

# 4
{
  "formula": "C4H4MgO",
  "method": "ωB97M-V with the def2-TZVPD basis set",
  "species": ["O", "C", "C", "C", "C", "H", "H", "H", "Mg", "H"],
  "xyz": [[-1.4820, -0.2894, 1.1796], [-0.8383, -1.0915, 0.4249], [-0.4188, -0.8023, -0.8807], [0.8294, -0.2273, -1.1543], [1.5724, 0.7457, -0.8579], [-0.2319, -1.8568, 0.9444], [-1.2373, -0.4262, -1.5061], [0.5064, 1.4231, 0.7591], [-1.2195, 1.3680, 2.2738], [2.5195, 1.1567, -1.1828]],
  "mulliken_charge": [-0.367, 0.094, -0.390, 0.278, -0.691, 0.322, 0.233, -0.134, 0.333, 0.323],
  "homo_lumo_gap_ha": [0.1850, 0.1851],
  "e_above_lowest_ev": 0.282,
  "e_lumo_ev": [-1.64, -1.64]
}

# 5
{
  "formula": "C25H71BrLi2O18",
  "method": "ωB97M-V with the def2-TZVPD basis set",
  "species": ["Li", "Li", "Br", "C", "C", "O", "H", "H", "H", "H", "H", "C", "C", "C", "O", "H", "H", "H", "H", "H", "H", "H", "H", "C", "C", "C", "O", "H", "H", "H", "H", "H", "H", "H", "H", "C", "C", "C", "O", "H", "H", "H", "H", "H", "H", "H", "H", "C", "C", "O", "O", "H", "H", "H", "H", "H", "H", "C", "C", "O", "O", "H", "H", "H", "H", "H", "H", "C", "C", "O", "O", "H", "H", "H", "H", "H", "H", "C", "C", "O", "O", "H", "H", "H", "H", "H", "H", "C", "C", "O", "O", "H", "H", "H", "H", "H", "H", "C", "C", "O", "O", "H", "H", "H", "H", "H", "H", "C", "C", "O", "O", "H", "H", "H", "H", "H", "H"],
  "xyz": [[1.0732, 1.4271, 2.2424], [3.5242, -1.1103, 2.5773], [0.3612, 0.4235, -0.0729], [3.1536, 2.1595, 4.7378], [3.8423, 1.3245, 3.6965], [3.0052, 0.9090, 2.7025], [3.8124, 2.2537, 5.6010], [2.2075, 1.7270, 5.0632], [2.9484, 3.1817, 4.4198], [4.2238, 0.4331, 4.1946], [4.7819, 1.7797, 3.3833], [-1.1023, -3.9173, -4.5698], [-0.8049, -4.1067, -3.0919], [-0.1855, -2.9144, -2.4579], [-2.0660, -4.3748, -2.6074], [-1.7841, -4.6095, -5.0639], [-0.1859, -3.9147, -5.1599], [-1.3391, -2.8675, -4.7432], [-0.1461, -4.9663, -2.9687], [0.5573, -2.5589, -3.1720], [0.2377, -3.0391, -1.4612], [-0.9129, -2.1074, -2.3692], [-2.4287, -5.0071, -3.2321], [0.5497, 3.3121, -4.7899], [0.3042, 2.9178, -3.3245], [-0.8957, 3.6093, -2.7172], [0.0690, 1.5130, -3.2915], [0.7608, 4.3778, -4.8780], [-0.2565, 3.1544, -5.5063], [1.3770, 2.7847, -5.2649], [1.1680, 3.1311, -2.6949], [-1.8237, 3.4459, -3.2651], [-0.7126, 4.6763, -2.8435], [-1.0251, 3.2932, -1.6821], [0.0664, 1.2174, -2.3781], [-4.7059, 0.2194, 2.7409], [-4.8320, -0.3757, 4.1488], [-4.7780, -1.8745, 4.2834], [-3.8236, 0.1783, 4.9996], [-5.4632, -0.3040, 2.1572], [-3.7241, 0.1092, 2.2805], [-4.8407, 1.2889, 2.5793], [-5.8125, -0.0792, 4.5212], [-3.7662, -2.2706, 4.3701], [-5.1252, -2.4411, 3.4194], [-5.4090, -2.2268, 5.0993], [-3.8148, 1.1381, 4.9837], [0.4561, -0.1099, -6.3967], [1.7855, -0.6276, -5.7068], [2.3160, 0.4102, -4.9088], [-0.5867, -0.2470, -5.4983], [0.3089, -0.5896, -7.3644], [0.4464, 0.9673, -6.5631], [2.4178, -0.9623, -6.5291], [1.6666, -1.5890, -5.2073], [1.5927, 0.8149, -4.4244], [-0.3289, 0.1959, -4.6866], [1.2320, -2.7701, 3.7718], [2.2927, -2.5522, 4.8559], [3.5296, -2.6154, 4.1704], [1.2362, -1.7197, 2.8552], [0.2129, -2.9300, 4.1240], [1.4478, -3.6474, 3.1620], [2.2519, -3.3828, 5.5606], [2.2323, -1.6120, 5.4041], [3.7500, -3.5218, 3.9434], [0.6441, -1.9184, 2.1261], [-3.0687, -3.6733, 0.5338], [-2.1790, -2.6186, 1.3558], [-0.8563, -2.4824, 0.8265], [-3.4415, -3.0984, -0.7203], [-4.0054, -3.9487, 1.0185], [-2.5584, -4.6327, 0.4493], [-2.0284, -2.9618, 2.3794], [-2.5731, -1.6145, 1.5124], [-0.8108, -1.7041, 0.2664], [-2.8683, -3.5099, -1.3712], [-3.2389, 0.3528, -1.1945], [-3.9164, 1.7257, -1.3311], [-4.8926, 1.8023, -0.2955], [-4.1491, -0.7120, -1.5751], [-2.9656, 0.1109, -0.1675], [-2.3490, 0.3099, -1.8225], [-4.4562, 1.7528, -2.2777], [-3.2093, 2.5516, -1.2542], [-5.6388, 1.2961, -0.6248], [-3.7258, -1.5203, -1.2767], [-1.3421, 2.1010, 3.0636], [-0.5979, 3.4438, 3.2697], [0.5982, 3.3972, 2.4965], [-0.4301, 1.0616, 3.4918], [-1.5892, 1.8842, 2.0244], [-2.2778, 1.9209, 3.5928], [-0.3571, 3.5933, 4.3222], [-1.2107, 4.2734, 2.9170], [0.8279, 4.2805, 2.1991], [-0.9276, 0.3725, 3.9382], [4.0672, 4.4912, 0.6961], [3.5783, 3.2639, -0.1645], [4.2492, 2.0768, 0.1831], [5.2393, 4.9435, 0.1494], [4.1793, 4.3355, 1.7691], [3.3385, 5.2983, 0.6211], [3.7717, 3.5049, -1.2098], [2.4986, 3.1178, -0.1317], [3.8619, 1.7324, 0.9912], [5.7123, 4.1109, 0.0819], [3.5900, -1.0378, -1.9686], [3.4284, -2.1345, -0.8832], [2.9396, -1.6425, 0.3738], [4.6730, -0.1545, -1.7204], [2.6791, -0.4402, -2.0028], [3.6447, -1.5154, -2.9468], [4.3675, -2.6826, -0.8084], [2.7391, -2.9367, -1.1467], [2.1908, -1.0756, 0.1750], [4.3254, 0.4781, -1.0874]],
  "mulliken_charge": [0.356, 0.706, -0.021, -1.268, -0.150, -0.379, 0.458, 0.148, 0.221, 0.238, 0.269, -1.454, 0.701, -0.271, -0.572, 0.417, 0.326, 0.311, 0.137, 0.089, -0.038, -0.028, 0.261, -1.646, 1.216, -1.279, 0.721, 0.493, 0.318, 0.424, -0.110, 0.308, 0.499, 0.037, -0.721, -0.814, 0.699, -1.322, -0.624, 0.437, -0.271, 0.517, 0.184, 0.261, 0.332, 0.343, 0.321, -0.286, -0.218, -0.570, -0.548, 0.372, 0.098, 0.480, -0.023, 0.166, 0.167, -0.180, -0.672, -0.521, 0.217, 0.281, 0.302, 0.367, 0.246, 0.277, -0.024, -0.734, 0.413, -0.390, -0.626, 0.403, 0.309, 0.243, -0.362, -0.189, 0.374, 1.456, -0.731, -0.552, -0.723, -0.583, -0.174, 0.433, 0.019, 0.343, 0.504, 0.115, -0.577, -0.274, -0.262, 0.023, 0.004, 0.279, 0.471, 0.151, 0.130, -0.461, -0.138, -0.572, -0.568, 0.212, 0.341, 0.382, 0.027, 0.259, 0.357, 0.271, -0.561, -0.029, -0.536, -0.322, 0.363, 0.363, 0.283, -0.159, 0.281],
  "homo_lumo_gap_ha": 0.3062,
  "e_lumo_ev": -0.08
}

# 6
{
  "formula": "CH4NO3P",
  "method": "ωB97M-V with the def2-TZVPD basis set",
  "species": ["C", "N", "O", "O", "O", "P", "H", "H", "H", "H"],
  "xyz": [[-0.8155, -0.2600, -0.9671], [-0.8518, 0.5462, 0.0025], [-0.8454, -2.9851, -2.1884], [1.5796, -2.5107, -1.2030], [-0.3904, -2.9994, 0.3516], [0.0629, -2.6974, -1.0345], [-1.6462, -0.5472, -1.5723], [3.0447, 11.8364, 7.0827], [-0.0191, -1.0092, -1.2369], [-0.1188, 0.6265, 0.7653]],
  "mulliken_charge": [-0.076, -0.552, -0.671, -0.677, -0.642, 0.850, 0.302, -1.000, 0.193, 0.274],
  "homo_lumo_gap_ha": 0.1345,
  "e_above_lowest_ev": 1.464,
  "e_lumo_ev": 5.16,
  "charge": -2
}

# 7
{
  "formula": "C3H6N2O2",
  "method": "ωB97M-V with the def2-TZVPD basis set",
  "species": ["C", "C", "N", "C", "O", "N", "O", "H", "H", "H", "H", "H", "H"],
  "xyz": [[-1.8986, -0.0218, 0.1490], [-0.7366, 0.8928, -0.0660], [0.4035, 0.7123, -0.6455], [0.9420, -0.4429, -0.1085], [0.3334, -1.6521, -0.2301], [2.2288, -0.4659, 0.0350], [2.8631, 0.6907, 0.3522], [-2.0754, -0.6261, -0.7405], [-2.7960, 0.5541, 0.3635], [-1.6950, -0.7024, 0.9745], [-0.9960, 1.9493, 0.0025], [0.9637, -2.3404, 0.0201], [2.4630, 1.4524, -0.1062]],
  "mulliken_charge": [-0.991, 0.103, -0.463, 0.683, -0.467, -0.495, -0.351, 0.282, 0.330, 0.321, 0.363, 0.343, 0.342],
  "homo_lumo_gap_ha": 0.3231,
  "e_above_lowest_ev": 4.906,
  "e_lumo_ev": 0.07,
  "smiles": "C/C=N\\C(O)=N/O"
}

# 8
{
  "formula": "C20H21N3O3",
  "method": "ωB97M-V with the def2-TZVPD basis set",
  "species": ["C", "C", "C", "C", "C", "C", "C", "C", "C", "C", "O", "C", "O", "N", "N", "C", "O", "C", "N", "C", "C", "C", "C", "C", "C", "C", "H", "H", "H", "H", "H", "H", "H", "H", "H", "H", "H", "H", "H", "H", "H", "H", "H", "H", "H", "H", "H"],
  "xyz": [[1.3276, 1.4196, -3.9523], [1.6047, 0.9875, -2.5453], [0.5356, 1.0016, -1.5684], [-0.6224, 1.6635, -1.7110], [-1.7031, 1.6640, -0.7430], [-1.4751, 1.4076, 0.6087], [-2.5034, 1.3921, 1.5427], [-3.7745, 1.6411, 1.0817], [-4.0163, 1.9184, -0.2659], [-3.0064, 1.9463, -1.1900], [-5.3574, 2.1423, -0.4478], [-5.9490, 2.0023, 0.8248], [-4.9545, 1.6840, 1.7740], [2.8026, 0.5856, -2.3309], [3.2305, 0.2624, -1.0639], [3.1043, 1.0203, 0.0565], [2.4434, 2.0334, 0.1350], [3.8952, 0.4482, 1.2454], [3.8396, -0.9889, 1.3495], [2.6306, -1.6651, 1.2871], [1.4196, -1.0472, 1.5946], [0.2370, -1.7614, 1.5434], [0.2177, -3.1040, 1.1943], [-1.0657, -3.8772, 1.1444], [1.4293, -3.7214, 0.9049], [2.6149, -3.0179, 0.9449], [1.1487, 2.4930, -3.9778], [0.4490, 0.9111, -4.3423], [2.1891, 1.1939, -4.5737], [0.6981, 0.3933, -0.6895], [-0.8040, 2.2448, -2.6050], [-0.4633, 1.2535, 0.9442], [-2.3183, 1.2016, 2.5868], [-3.2084, 2.1613, -2.2265], [-6.4408, 2.9466, 1.1095], [-6.7014, 1.1976, 0.7961], [3.9787, -0.4182, -1.0957], [4.9394, 0.7579, 1.1565], [3.4904, 0.9082, 2.1529], [4.6147, -1.4947, 0.9483], [1.3993, -0.0070, 1.8789], [-0.6916, -1.2585, 1.7739], [-1.1118, -4.4897, 0.2455], [-1.9214, -3.2066, 1.1560], [-1.1399, -4.5425, 2.0054], [1.4422, -4.7677, 0.6341], [3.5464, -3.5151, 0.7090]],
  "mulliken_charge": [-1.226, 0.489, -0.127, -0.503, 0.171, -0.971, -0.946, 0.943, 0.866, -1.213, -0.490, -0.243, -0.493, -1.187, 0.438, 0.626, -0.612, -0.866, -0.318, 0.599, -0.125, -0.351, 0.469, -1.520, -0.619, -0.846, 0.283, 0.319, 0.395, 0.668, 0.392, 0.790, 0.488, 0.445, 0.242, 0.248, 0.306, 0.384, 0.339, 0.284, 0.505, 0.255, 0.357, 0.339, 0.322, 0.383, 0.311],
  "homo_lumo_gap_ha": 0.2981,
  "e_above_lowest_ev": 4.404,
  "e_lumo_ev": 0.36,
  "smiles": "CC(/C=C/c1ccc2c(c1)OCO2)=N/NC(=O)CNc1ccc(C)cc1"
}

For reference, DFT total energy by record: -5771.45928, -19855.10386, -7795.48599, -11697.92212, -134384.74544, -18021.85548, -10279.89106, -31692.26342 eV.